Computed, not measured: C56H51F4HfN4O3S3 as an isolated structure, with ωB97M-V with the def2-TZVPD basis set.

Its HOMO-LUMO gap is 7.4 eV. The calculation puts the max |F| at 1.57 eV/A. As for the electronic energy: -4250.636810 Eh. The LUMO energy is -7.60 eV. As for the charge: +3.

Atoms and positions in Å:
Hf1 -0.156 -0.209 -0.742
C1 -3.043 2.359 0.169
C2 -1.550 2.646 0.093
N1 -0.822 2.067 -1.094
C3 0.358 2.960 -1.382
C4 0.076 4.438 -1.665
C5 -1.682 1.977 -2.313
C6 -1.144 0.936 -3.288
N2 -1.048 -0.341 -2.563
C7 -1.616 -1.485 -3.085
C8 -1.943 -2.496 -2.181
F1 -1.616 -2.216 -0.852
C9 -2.562 -3.679 -2.515
F2 -2.815 -4.571 -1.561
C10 -2.908 -3.913 -3.830
C11 -2.584 -2.943 -4.766
F3 -2.891 -3.136 -6.035
C12 -1.923 -1.773 -4.420
F4 -1.556 -0.929 -5.388
H1 -3.384 2.619 1.171
H2 -3.293 1.316 -0.016
H3 -3.602 2.977 -0.532
H4 -1.043 2.276 0.985
H5 -1.445 3.728 0.083
H6 0.874 2.540 -2.244
H7 1.020 2.911 -0.516
H8 -0.728 4.594 -2.380
H9 0.977 4.871 -2.099
H10 -0.144 5.006 -0.764
H11 -1.764 2.942 -2.811
H12 -2.681 1.661 -2.028
H13 -0.171 1.231 -3.692
H14 -1.839 0.882 -4.122
H15 -3.405 -4.825 -4.128
C13 -3.716 3.416 6.050
C14 -3.427 2.407 4.981
C15 -4.413 1.500 4.582
C16 -4.175 0.594 3.568
C17 -2.928 0.573 2.954
C18 -1.936 1.465 3.320
C19 -2.195 2.377 4.330
S1 -2.772 -0.610 1.628
O1 -1.415 -0.271 0.928
C20 -2.564 -2.188 2.443
C21 -3.523 -3.118 1.978
C22 -3.593 -4.360 2.532
C23 -2.693 -4.742 3.551
C24 -2.736 -6.041 4.109
C25 -1.861 -6.405 5.091
C26 -0.910 -5.480 5.568
C27 -0.831 -4.221 5.044
C28 -1.721 -3.811 4.018
C29 -1.677 -2.498 3.460
C30 -0.669 -1.545 4.005
C31 -0.825 -1.016 5.322
C32 -1.971 -1.280 6.106
C33 -2.072 -0.785 7.376
C34 -1.042 0.005 7.922
C35 0.060 0.313 7.172
C36 0.198 -0.188 5.859
C37 1.340 0.115 5.074
C38 1.474 -0.382 3.815
C39 0.463 -1.219 3.299
S2 0.652 -1.857 1.651
O2 1.109 -0.609 0.819
C40 2.174 -2.772 1.837
C41 3.332 -2.373 1.186
C42 4.476 -3.149 1.304
C43 4.475 -4.326 2.051
C44 5.704 -5.173 2.172
C45 3.284 -4.712 2.676
C46 2.137 -3.949 2.575
H16 -4.263 4.257 5.618
H17 -2.801 3.802 6.495
H18 -4.345 2.993 6.832
H19 -5.380 1.517 5.068
H20 -4.952 -0.098 3.258
H21 -0.965 1.435 2.843
H22 -1.422 3.076 4.623
H23 -4.210 -2.822 1.195
H24 -4.336 -5.070 2.194
H25 -3.474 -6.741 3.739
H26 -1.892 -7.401 5.510
H27 -0.240 -5.774 6.366
H28 -0.089 -3.532 5.423
H29 -2.774 -1.879 5.695
H30 -2.943 -1.010 7.978
H31 -1.124 0.364 8.939
H32 0.847 0.938 7.575
H33 2.115 0.739 5.501
H34 2.349 -0.167 3.213
H35 3.347 -1.454 0.612
H36 5.385 -2.835 0.807
H37 6.552 -4.719 1.666
H38 5.532 -6.160 1.740
H39 5.969 -5.323 3.219
H40 3.260 -5.631 3.247
H41 1.223 -4.260 3.072
O3 0.927 -2.435 -1.175
H42 1.841 -2.607 -0.903
H43 0.601 -3.266 -1.544
S3 5.317 1.715 -4.146
C47 4.034 1.174 -3.128
C48 3.160 0.205 -3.660
C49 2.085 -0.220 -2.932
N3 1.809 0.220 -1.677
C50 2.718 1.061 -1.127
C51 3.800 1.565 -1.798
C52 5.723 3.344 -3.505
C53 6.405 3.562 -2.320
C54 6.657 4.886 -1.969
N4 6.301 5.917 -2.721
C55 5.695 5.688 -3.879
C56 5.373 4.409 -4.321
H44 3.337 -0.181 -4.655
H45 1.394 -0.938 -3.354
H46 2.560 1.316 -0.086
H47 4.469 2.247 -1.295
H48 6.765 2.751 -1.702
H49 7.178 5.122 -1.049
H50 5.456 6.559 -4.479
H51 4.879 4.255 -5.271

Mulliken atomic charge list, values in e, 5 entries: 0.24, -1.77, -0.29, 0.79, -0.57